Molecular formula: ClH2NO3P
Method: DFT, ωB97M-V with the def2-TZVPD basis set

```
! wB97M-V def2-TZVPD RIJCOSX def2/J DEFGRID3
* xyz -1 3
N -1.40838 -0.01764 0.11168
O 0.63831 1.35863 1.00674
O 0.16423 1.29999 -1.61535
O 1.00649 -1.24696 -0.16976
P 0.05869 0.75172 -0.22018
Cl 2.46771 -0.90889 0.41571
H -1.58951 -0.36999 1.06006
H -1.33755 -0.86685 -0.58891
*
```

For the HOMO-LUMO gap (alpha / beta), the calculation gives 5.09 / 7.69 eV. Its total energy is -1083.1834 hartree. The maximum force is 6.647 eV Å⁻¹. The relative energy (zero: lowest compared OMol25 entry of this formula, charge and spin) is 7.1 kJ/mol. Its expectation value of S² is 2.010.